{"formula": "C6H10", "method": "wB97M-V/def2-TZVPD", "multiplicity": 1, "lumo_ev": 1.175, "smiles": "C[C@@]12CC[C@@H]1C2", "species": ["C", "C", "H", "C", "H", "H", "H", "H", "C", "H", "H", "H", "H", "C", "C", "H"], "positions_angstrom": [[-0.086, 1.449, -0.055], [-0.747, 0.417, 0.812], [-0.494, -0.566, -1.986], [-0.441, -0.837, -0.924], [0.522, 2.181, 0.472], [-0.601, 1.849, -0.929], [-2.501, 0.038, -0.526], [-0.181, -1.898, -0.853], [0.454, 0.049, -0.048], [2.235, 0.385, 1.123], [1.941, -1.314, 0.720], [-0.804, 0.536, 1.891], [-2.052, -1.331, 0.513], [1.867, -0.288, 0.340], [-1.661, -0.468, -0.034], [2.549, -0.201, -0.516]], "atomic_forces_ev_per_a": [[0.041, 0.129, -0.104], [-0.129, -0.001, 0.265], [0.008, -0.005, 0.156], [0.078, -0.066, -0.128], [-0.082, -0.147, -0.054], [0.043, -0.123, 0.118], [0.149, -0.036, 0.063], [-0.039, 0.157, 0.026], [0.198, -0.066, -0.065], [-0.087, -0.079, -0.111], [-0.039, 0.130, -0.054], [0.032, -0.017, -0.170], [0.088, 0.125, -0.076], [0.017, 0.012, 0.034], [-0.149, -0.015, 0.006], [-0.131, 0.003, 0.093]]}

=====

{"formula": "C6H10", "method": "wB97M-V/def2-TZVPD", "multiplicity": 1, "lumo_ev": 1.049, "smiles": "C#CCCCC", "species": ["H", "C", "C", "H", "C", "H", "H", "H", "H", "H", "H", "C", "C", "C", "H", "H"], "positions_angstrom": [[3.056, -1.987, 0.708], [2.827, -0.960, 0.904], [-0.033, 0.857, 0.127], [-2.859, 0.660, -0.010], [2.324, -0.032, 0.295], [1.714, 1.617, -1.045], [0.008, 0.831, 1.233], [-0.979, -0.226, -1.451], [1.900, -0.127, -1.154], [-0.493, 1.827, -0.126], [-2.919, -1.105, -0.133], [1.413, 0.754, -0.460], [-2.326, -0.264, 0.242], [-0.923, -0.280, -0.357], [-0.420, -1.221, -0.107], [-2.290, -0.342, 1.335]], "atomic_forces_ev_per_a": [[0.358, -0.055, 0.591], [0.000, -0.116, -0.504], [0.182, -0.281, -0.300], [0.090, -0.119, 0.033], [0.679, 0.272, 1.993], [0.491, 0.287, 0.627], [0.284, -0.023, -0.462], [-0.043, -0.089, 0.108], [-2.824, 1.258, -0.689], [0.347, -0.293, -0.132], [0.067, 0.129, 0.063], [0.506, -0.916, -1.053], [-0.041, 0.003, 0.030], [0.014, -0.113, -0.082], [-0.116, 0.037, -0.073], [0.006, 0.018, -0.149]]}

=====

no.,Kohn-Sham gap (eV)
1,10.5
2,10.0